Entry 1:
Molecular formula: C5H4N2OS
Method: DFT, ωB97M-V with the def2-TZVPD basis set

Geometry as ORCA input:
```
! wB97M-V def2-TZVPD RIJCOSX def2/J DEFGRID3
* xyz 0 1
C -0.71034 1.75251 -0.08280
C 0.34990 0.78160 -0.00971
C -1.89650 -0.17694 0.10215
C 1.87102 -0.83255 -0.42575
C -0.56348 -0.61817 0.64629
N -1.88278 1.25271 -0.06408
N 1.46008 0.50040 -0.48183
O -2.85054 -0.84446 -0.15437
S 0.40751 -1.95976 -0.00444
H -0.56775 2.81584 -0.18290
H 2.24438 -1.15398 -1.39544
H 2.65976 -0.95986 0.32022
H -0.52125 -0.55733 1.73267
*
```

M ... 140.2 g mol⁻¹
SMILES ... O=C1N=CC2=NCS[C@H]12
Electronic energy ... -21110.71617 eV
F_max ... 0.091 Eh/bohr
Energy relative to the best compared isomer or geometry (same formula, charge and spin) ... 74.33 kJ/mol
LUMO level ... -0.03625 Eh

Löwdin atomic charge list, values in e, 8 entries: atom 1 (C): -0.06, atom 2 (C): -0.19, atom 3 (C): -0.48, atom 4 (C): -0.44, atom 5 (C): -0.43, atom 6 (N): 0.16, atom 7 (N): 0.04, atom 8 (O): 0.13


Entry 2:
Molecular formula: C5H4N3OP
Method: DFT, ωB97M-V with the def2-TZVPD basis set

Geometry as ORCA input:
```
! wB97M-V def2-TZVPD RIJCOSX def2/J DEFGRID3
* xyz 0 1
C 0.32162 1.68350 0.29199
C 2.46887 0.73865 0.27037
C -0.35558 0.52968 0.42941
C 0.94318 -1.06577 0.03611
C -1.00461 -2.16210 0.19909
N 1.65563 1.70568 0.24472
N 0.26251 -2.17918 0.04648
N 2.18025 -0.71184 0.17893
O 3.09050 -1.55017 0.05894
P -1.80891 -0.41759 0.42859
H -0.35078 2.48890 0.22281
H 3.58633 1.02221 0.51841
H -1.54019 -3.07076 0.08392
H -1.85117 -0.24511 -0.91611
*
```

M ... 153.1 g mol⁻¹
Electronic energy ... -21049.25453 eV
F_max ... 0.128 Eh/bohr
Energy relative to the best compared isomer or geometry (same formula, charge and spin) ... 488.13 kJ/mol
LUMO level ... -0.03795 Eh

Löwdin atomic charge list, values in e, 8 entries: atom 1 (C): -0.23, atom 2 (C): -0.06, atom 3 (C): -0.29, atom 4 (C): -0.14, atom 5 (C): -0.26, atom 6 (N): 0.06, atom 7 (N): 0.04, atom 8 (N): -0.22


Entry 3:
Molecular formula: C5H4N4O3S
Method: DFT, ωB97M-V with the def2-TZVPD basis set

Geometry as ORCA input:
```
! wB97M-V def2-TZVPD RIJCOSX def2/J DEFGRID3
* xyz 0 1
C 1.84770 -0.32245 0.84624
C 1.56249 0.76787 -1.25321
C -1.62549 -0.53042 1.39941
C 0.58677 -0.47298 1.20660
C -0.43615 0.45549 -0.26003
N 2.32444 0.08950 -0.43089
N 0.26173 0.93370 -1.22581
N -0.49364 -0.81689 1.90228
N -1.62675 0.18650 0.08211
O -2.13763 1.34529 -1.95716
O -0.55520 3.23435 -1.73752
O -0.30858 1.63894 -3.58077
S -0.84679 1.95732 -2.31919
H 2.68566 -0.80282 1.33467
H 1.91521 1.13897 -2.28378
H -2.54082 -0.83185 1.95939
H -2.45060 0.59512 -0.42224
*
```

M ... 200.2 g mol⁻¹
Electronic energy ... -28183.94146 eV
F_max ... 0.138 Eh/bohr
Energy relative to the best compared isomer or geometry (same formula, charge and spin) ... 261.66 kJ/mol
LUMO level ... -0.03109 Eh

Löwdin atomic charge list, values in e, 8 entries: atom 1 (C): -0.09, atom 2 (C): -0.17, atom 3 (C): -0.05, atom 4 (C): -0.03, atom 5 (C): -0.15, atom 6 (N): 0.09, atom 7 (N): -0.04, atom 8 (N): 0.07